(A)
A 2-piece molecular cluster, C3H10NO2S2 overall. Source: the Open Molecules 2025 dataset; level of theory: ωB97M-V/def2-TZVPD.

XYZ file:
```
18
C3H10NO2S2, DFT ωB97M-V/def2-TZVPD
S 1.507 1.902 1.639
S 1.806 3.269 0.255
O -1.325 -1.138 -1.913
O 0.202 0.891 -1.322
N -0.549 -1.542 0.579
C -0.663 0.779 -0.499
C 1.070 0.168 1.150
C -0.397 -0.076 0.807
H -0.796 -0.874 -2.680
H -1.196 0.272 1.482
H -1.658 1.150 -0.805
H 2.853 2.877 -0.392
H 0.174 -2.030 1.122
H -2.085 -1.552 -2.354
H -0.403 -1.828 -0.409
H -1.499 -1.849 0.784
H 1.753 -0.157 0.372
H 1.205 -0.261 2.183
```

LUMO ... -3.694 eV
Frontier orbital gap ... 8.3 eV
Charge ... +1
HOMO level ... -12.011 eV



(B)
A 2-piece molecular cluster, C3H10NO2S2 overall. Source: the Open Molecules 2025 dataset; level of theory: ωB97M-V/def2-TZVPD.

XYZ file:
```
18
C3H10NO2S2, DFT ωB97M-V/def2-TZVPD
S 1.970 2.010 1.306
S 2.591 2.109 -0.606
O -2.161 -1.306 -2.002
O 0.137 -0.193 -1.502
N -0.721 -1.087 0.747
C -0.283 0.372 0.709
C -0.246 0.687 -0.783
C 1.104 0.401 1.447
H -1.645 -1.158 1.183
H -0.875 -1.510 -0.185
H 1.696 -0.502 1.279
H -0.052 -1.683 1.218
H -2.872 -1.907 -2.249
H -0.903 1.060 1.284
H -1.940 -0.869 -2.822
H 0.811 0.277 2.494
H -0.398 1.720 -1.117
H 3.787 1.577 -0.398
```

LUMO ... -3.631 eV
Frontier orbital gap ... 9.4 eV
Charge ... +1
HOMO level ... -13.080 eV



Energies relative to the minimum, eV: (A) 0.696; (B) 0.000



(A)
A 2-piece molecular cluster, C2H2BrCl3 overall. Source: the Open Molecules 2025 dataset; level of theory: ωB97M-V/def2-TZVPD.

XYZ file:
```
8
C2H2BrCl3, DFT ωB97M-V/def2-TZVPD
Br -2.353 -0.085 -0.811
Cl -1.118 2.242 0.725
Cl 1.363 2.103 -1.193
Cl 2.769 -0.228 -0.119
C 1.441 0.452 -0.917
C -1.474 0.574 0.704
H -0.656 -0.041 1.048
H 0.818 -0.198 -1.516
```

LUMO (spin up / spin down) ... -0.725 / -0.321 eV
Frontier orbital gap (spin up / spin down) ... 7.6 / 8.4 eV
HOMO level (spin up / spin down) ... -8.341 / -8.720 eV



(B)
A 2-piece molecular cluster, C2H2BrCl3 overall. Source: the Open Molecules 2025 dataset; level of theory: ωB97M-V/def2-TZVPD.

XYZ file:
```
8
C2H2BrCl3, DFT ωB97M-V/def2-TZVPD
Br -0.910 2.004 0.943
Cl -0.124 -2.379 0.742
Cl -1.835 -0.213 -0.989
Cl 1.279 1.168 -1.989
C -0.976 0.130 0.443
C -0.068 -0.683 1.051
H 0.719 -0.198 1.666
H 1.916 0.171 -1.866
```

LUMO ... 0.367 eV
Frontier orbital gap ... 9.8 eV
HOMO level ... -9.385 eV



Energies relative to the minimum, eV: (A) 2.477; (B) 0.000



(A)
A 12-piece molecular cluster, C36H72O36 overall. Source: the Open Molecules 2025 dataset; level of theory: ωB97M-V/def2-TZVPD.

XYZ file:
```
144
C36H72O36, DFT ωB97M-V/def2-TZVPD
O 1.399 1.131 1.653
O -1.521 3.529 -0.305
O -2.730 -0.303 2.895
O 2.468 1.531 6.534
O 0.504 0.566 7.134
O -1.116 -2.690 -6.918
O 5.033 3.938 4.876
O -0.773 -5.546 0.775
O 5.818 2.253 6.138
O -2.917 -5.995 1.088
O 4.707 2.101 -1.007
O -1.078 -3.917 -3.316
O -3.071 0.305 -2.851
O 3.332 3.476 -2.158
O -5.174 -0.476 -3.035
O -1.645 -0.946 -5.597
O -2.040 5.790 -0.335
O -2.282 -2.999 -1.600
O -4.722 -0.482 3.812
O -1.413 3.553 -6.393
O 5.457 3.843 -1.958
O 0.667 -0.939 2.381
O -3.258 -1.879 -6.631
O -0.001 5.274 -0.261
O -4.840 1.048 -1.539
O -4.492 -0.142 1.596
O -0.052 -0.171 0.404
O -1.826 -7.189 -0.541
O -0.463 2.818 -4.418
O -0.011 -2.725 -1.653
O 4.488 1.783 4.527
O 0.714 2.656 -6.352
O 3.632 -3.388 2.763
O 1.900 -0.389 5.633
O 4.754 -1.476 2.966
O 4.028 -1.968 1.034
C -4.806 -1.472 -4.070
C 1.150 4.462 -0.422
C 3.373 -2.744 0.110
C -2.095 -0.312 4.162
C 6.545 3.133 6.987
C -1.894 -1.878 -6.469
C -2.263 -4.555 -3.884
C 5.112 2.768 5.121
C 4.404 3.153 -1.770
C 5.521 5.094 -2.592
C 2.164 2.783 7.032
C 1.516 0.575 6.494
C -4.198 -6.462 0.940
C -3.864 -2.566 -7.685
C -3.387 5.561 -0.829
C 0.981 3.012 -7.659
C 0.176 0.602 -0.770
C 0.068 -2.192 2.039
C 1.301 -1.729 5.692
C -0.259 -0.785 -5.144
C -1.201 4.723 -0.266
C -4.074 -0.246 2.719
C -2.439 -2.382 -0.300
C -1.536 3.182 -3.502
C 0.569 -5.884 0.488
C -6.103 -0.402 3.868
C 3.729 2.023 3.303
C -1.053 -3.190 -2.108
C 3.753 1.049 -0.668
C 5.245 -1.613 4.234
C -4.007 1.954 -0.777
C 0.721 0.102 1.523
C -1.847 -6.309 0.332
C 4.114 -2.381 2.297
C -4.250 0.191 -2.461
C -0.445 3.046 -5.801
H 1.569 2.723 7.943
H -1.015 -2.072 2.032
H -4.462 -6.811 -0.058
H 0.222 -1.707 -4.817
H -2.908 -3.763 -4.265
H -3.852 6.527 -1.025
H -1.695 2.444 -2.715
H 5.757 -2.560 4.401
H -4.044 5.040 -0.132
H -2.041 -3.054 0.460
H -5.692 -1.767 -4.632
H 1.942 4.979 -0.964
H -3.609 -2.156 -8.662
H 4.232 2.749 2.664
H -2.802 -5.122 -3.126
H 3.772 1.141 2.664
H -6.347 0.645 3.685
H 0.190 1.676 -0.583
H 0.550 -2.783 1.259
H -3.445 2.665 -1.383
H 5.904 -0.786 4.499
H 1.011 -5.408 -0.387
H 4.334 -1.587 4.833
H -0.637 0.346 -1.448
H -0.251 -0.061 -4.329
H -5.006 -5.793 1.237
H -1.006 -0.265 4.148
H -2.106 -1.344 -0.264
H -6.508 -1.015 3.063
H 1.159 -5.571 1.349
H 0.699 -6.966 0.462
H 3.055 3.325 7.348
H -2.318 -1.229 4.706
H 2.689 2.307 3.459
H -1.987 -5.212 -4.709
H -3.499 -2.260 -0.079
H 3.589 0.397 -1.526
H 1.899 2.569 -8.045
H 1.641 3.392 6.294
H -6.360 -0.750 4.868
H 4.051 -3.450 -0.369
H 5.192 5.896 -1.932
H 1.679 4.180 0.488
H 0.122 -2.862 2.897
H 0.999 3.656 -1.141
H -4.584 2.568 -0.085
H 7.203 3.851 6.498
H 4.924 5.168 -3.501
H 6.507 5.250 -3.029
H 0.455 -0.341 -5.838
H 4.085 0.395 0.139
H -3.422 4.952 -1.733
H 1.036 0.244 -1.335
H -1.467 4.201 -3.122
H 2.843 -2.086 -0.579
H -4.114 -1.021 -4.781
H -4.929 -2.484 -7.466
H -2.472 0.525 4.751
H -4.170 -7.318 1.614
H 2.771 1.475 -0.464
H -3.372 1.367 -0.115
H 5.818 3.822 7.417
H 0.945 4.100 -7.696
H 2.627 -3.444 0.486
H 0.214 -1.713 5.616
H -2.470 3.067 -4.053
H 1.677 -2.283 4.831
H 0.174 2.697 -8.320
H -4.340 -2.345 -3.612
H 7.084 2.583 7.759
H -3.555 -3.611 -7.658
H 1.664 -2.206 6.602
```

LUMO ... 0.359 eV
Frontier orbital gap ... 10.6 eV
HOMO level ... -10.264 eV



(B)
A 12-piece molecular cluster, C36H72O36 overall. Source: the Open Molecules 2025 dataset; level of theory: ωB97M-V/def2-TZVPD.

XYZ file:
```
144
C36H72O36, DFT ωB97M-V/def2-TZVPD
O -1.141 -1.731 8.384
O 2.423 -5.083 -0.554
O -3.848 1.437 -5.301
O -5.583 2.877 -5.057
O 0.597 -1.405 -6.234
O -5.298 -2.756 3.527
O -0.614 2.757 -5.077
O -4.513 6.758 -4.490
O -5.204 1.579 -3.402
O -3.042 0.794 2.342
O 2.452 3.019 6.752
O 0.289 0.669 -1.086
O 2.724 -1.147 -5.416
O 6.121 -2.900 -1.530
O -0.193 -0.173 7.006
O -0.892 3.968 -7.050
O 0.590 -1.407 -0.532
O -3.450 -4.054 4.211
O 1.708 4.175 5.010
O -0.552 4.938 -4.973
O -5.493 -4.488 5.051
O -3.324 -0.143 0.244
O 5.585 -3.683 4.811
O 1.455 -2.526 -4.477
O -2.186 1.735 0.391
O 0.454 0.295 0.982
O 5.217 -2.057 3.322
O -3.726 4.886 -3.634
O 7.085 -2.764 3.386
O 6.988 -0.968 -0.791
O 2.204 1.863 4.776
O 2.913 -5.076 -2.780
O 5.127 -0.844 -1.944
O -3.432 6.789 -2.473
O 1.504 -6.672 -1.843
O -1.190 0.643 8.624
C -0.553 6.188 -5.550
C 0.489 -0.551 2.111
C -4.402 0.824 -2.612
C 2.331 -5.541 -1.792
C -4.103 -1.290 0.690
C -0.694 3.934 -5.800
C 2.649 1.791 7.393
C -4.865 -3.701 4.167
C -4.864 8.162 -4.565
C 1.305 -7.429 -3.021
C 3.759 -1.913 3.687
C 0.314 -3.285 -4.201
C 8.126 -3.666 3.702
C 3.884 -1.250 -2.528
C -2.832 4.147 -2.799
C -2.565 -3.170 3.521
C -6.849 -4.234 5.393
C 5.911 -2.896 3.948
C -3.854 6.231 -3.465
C -0.815 -0.563 8.085
C 0.440 -0.258 -0.270
C -2.795 0.788 1.128
C 3.031 -0.115 -6.317
C 2.128 2.898 5.426
C 3.097 -3.948 -0.239
C -4.803 1.934 -4.673
C -5.341 3.497 -6.356
C 0.206 -1.188 6.084
C -1.798 2.900 0.994
C 1.503 -1.680 -5.470
C -2.259 0.618 9.618
C -0.155 0.396 -2.415
C 1.272 4.336 3.679
C 6.082 -1.693 -1.421
C -0.870 1.519 -5.781
C 8.078 -1.618 -0.095
H 8.859 -3.627 2.897
H -3.389 3.855 -1.909
H -0.859 2.998 1.538
H 1.058 -1.480 2.093
H -6.868 -3.171 5.632
H 3.957 0.349 -5.976
H -2.034 1.365 10.380
H -2.448 3.273 -3.325
H -3.296 0.599 9.282
H -4.891 0.522 -1.686
H -1.714 3.589 0.153
H 2.276 0.663 -6.201
H 0.719 0.305 -3.059
H 8.638 -3.196 4.542
H -3.487 -1.949 1.302
H 3.116 -1.351 -1.762
H -1.895 4.626 -2.515
H 1.808 3.774 2.915
H -4.153 -0.093 -3.147
H 3.494 -0.569 -3.284
H -3.405 1.235 -2.452
H 2.214 -7.516 -3.616
H -1.731 1.699 -6.425
H -4.535 -1.844 -0.144
H -5.745 8.253 -3.929
H 1.211 -1.598 6.191
H 3.390 -1.378 2.813
H -0.532 -0.843 2.356
H -0.768 -0.495 -2.550
H 0.944 0.103 2.854
H -0.030 -3.088 -3.186
H -0.756 1.224 -2.790
H -2.649 3.257 1.574
H 2.497 -3.052 -0.394
H -5.042 8.516 -5.581
H -5.892 3.070 -7.195
H -7.336 -4.798 6.189
H 3.122 -0.433 -7.355
H 1.393 5.399 3.468
H 3.193 1.016 6.853
H 0.198 4.164 3.620
H 7.723 -4.676 3.768
H 0.716 -4.294 -4.288
H -1.511 -3.342 3.742
H -5.724 4.517 -6.334
H -2.640 -3.279 2.439
H 0.408 -7.093 -3.542
H -2.713 -2.137 3.834
H 8.968 -1.572 -0.722
H -7.467 -4.263 4.496
H -0.513 -3.090 -4.885
H -4.068 8.748 -4.107
H 4.029 -2.212 -3.020
H 4.002 -3.892 -0.845
H -1.091 0.681 -5.119
H -0.016 1.304 -6.423
H 3.270 -2.873 3.849
H -4.827 -0.940 1.426
H 7.817 -2.596 0.309
H -4.282 3.630 -6.573
H 0.256 6.166 -6.280
H -2.170 -0.255 10.266
H 1.138 -8.437 -2.642
H 0.040 -1.077 5.013
H -1.439 6.415 -6.142
H -0.479 6.972 -4.796
H 1.711 1.242 7.477
H 3.543 -1.316 4.574
H 3.440 -3.969 0.796
H 8.413 -0.990 0.730
H -0.396 -2.096 6.118
H 3.282 1.875 8.276
```

LUMO ... 0.448 eV
Frontier orbital gap ... 10.8 eV
HOMO level ... -10.402 eV



Energies relative to the minimum, eV: (A) 0.000; (B) 1.170



(A)
A 2-piece molecular cluster, C3H5IO overall. Source: the Open Molecules 2025 dataset; level of theory: ωB97M-V/def2-TZVPD.

XYZ file:
```
10
C3H5IO, DFT ωB97M-V/def2-TZVPD
I -1.203 0.281 -3.685
O -0.575 -1.500 -1.317
C -1.011 -0.290 -1.677
C 0.226 -0.380 -0.929
C 0.339 -0.067 0.535
H 0.478 1.003 0.672
H 1.195 -0.586 0.959
H -0.560 -0.380 1.059
H -2.503 0.346 -0.811
H 1.148 -0.286 -1.503
```

LUMO ... -0.270 eV
Frontier orbital gap ... 9.0 eV
HOMO level ... -9.257 eV



(B)
A 2-piece molecular cluster, C3H5IO overall. Source: the Open Molecules 2025 dataset; level of theory: ωB97M-V/def2-TZVPD.

XYZ file:
```
10
C3H5IO, DFT ωB97M-V/def2-TZVPD
I -2.488 -1.295 0.566
O -1.619 2.336 -1.010
C -1.089 0.241 0.261
C -1.528 1.387 -0.328
C 1.408 -0.642 -0.101
H -0.484 0.545 1.035
H 0.494 -1.158 -0.393
H 1.293 0.447 -0.310
H 2.252 -1.074 -0.615
H 1.761 -0.785 0.895
```

LUMO ... -0.245 eV
Frontier orbital gap ... 8.6 eV
HOMO level ... -8.834 eV



Energies relative to the minimum, eV: (A) 1.999; (B) 0.000